No. 1
Here is a molecular structure, C17H15BaBr4N4O3S2 from OMol25. Energies are from ωB97M-V/def2-TZVPD.

Element x y z (Å)
H  4.909  -0.223  -4.156
N  -0.839  1.468  3.544
C  -2.765  2.374  0.654
C  -2.256  2.265  2.027
C  5.113  1.225  -2.534
O  -0.213  -1.870  1.662
H  -0.187  0.218  5.471
Br  -4.219  -5.439  -1.090
C  -1.232  -2.591  -0.337
C  -2.176  -3.429  -0.927
C  -3.909  3.129  0.384
C  -1.067  -2.667  1.108
H  4.331  1.852  -2.966
H  -2.854  2.645  2.854
O  2.240  0.976  -1.280
S  3.385  0.077  -0.885
C  4.881  1.090  -1.038
H  5.685  0.545  -0.539
H  -2.111  1.150  -2.294
C  -2.633  1.742  -1.549
O  -0.510  -1.731  -0.989
S  1.795  1.561  2.848
N  -1.127  1.702  2.249
C  0.427  1.213  3.830
H  5.936  -0.744  -2.826
Br  -2.360  -3.252  -2.815
C  -1.857  -3.583  1.803
H  3.981  -1.905  -2.103
N  -2.132  1.695  -0.317
H  -4.123  2.448  -2.918
H  2.904  -0.809  -2.979
Br  -3.826  -5.634  2.199
Br  -1.597  -3.628  3.687
H  6.078  1.682  -2.756
C  -2.796  -4.420  1.175
Ba  0.290  0.200  0.371
C  -2.956  -4.340  -0.195
H  -4.389  3.659  1.197
H  4.682  2.021  -0.509
C  -4.408  3.179  -0.901
H  -5.295  3.758  -1.123
C  3.819  -0.867  -2.388
H  1.514  0.300  5.246
C  5.019  -0.204  -3.072
N  0.607  0.698  5.078
C  -3.761  2.463  -1.900

LUMO energy: 1.79 eV
HOMO-LUMO gap: 5.23 eV
Charge: -1
HOMO energy: -3.44 eV
Energy relative to the best compared isomer or geometry (same formula, charge and spin): 28.8 kJ/mol

=====

No. 2
Here is 2 unconnected molecules or ions with the total composition C7H14 from OMol25. Energies are from ωB97M-V/def2-TZVPD.

Element x y z (Å)
H  -1.064  -2.696  -1.969
C  -1.107  -1.805  -1.341
C  -0.940  -2.020  0.136
H  -0.063  -2.641  0.354
C  0.204  1.925  0.425
H  1.103  1.518  -1.402
C  -0.052  1.729  1.892
H  -1.365  0.288  -1.316
C  1.921  0.082  0.043
H  0.423  0.826  2.286
H  0.328  2.582  2.467
H  2.980  0.368  0.001
H  -0.361  2.732  -0.042
H  -1.127  1.661  2.096
C  -1.323  -0.622  -1.910
H  -1.811  -2.540  0.555
H  1.715  -0.283  1.053
H  -1.456  -0.519  -2.984
H  1.781  -0.752  -0.654
C  1.042  1.234  -0.351
H  -0.827  -1.066  0.662

LUMO energy: 1.13 eV
HOMO-LUMO gap: 10.23 eV
SMILES: C/C=C\C.C=CC
HOMO energy: -9.10 eV
Energy relative to the best compared isomer or geometry (same formula, charge and spin): 148.1 kJ/mol

=====

No. 3
Here is a molecular structure, C39H39Cl4Ge2N6O4W from OMol25. Energies are from ωB97M-V/def2-TZVPD.

Element x y z (Å)
C  1.792  1.782  1.696
H  1.831  -1.497  -0.688
H  -4.288  0.580  1.845
H  -2.618  0.380  5.862
C  -2.100  3.316  -4.718
H  -1.356  1.312  -4.311
C  0.644  -3.659  2.699
C  0.653  -5.067  0.303
H  -3.010  -0.564  -2.333
W  -0.244  0.617  -0.181
H  -3.978  -2.494  1.183
O  6.444  -3.419  -0.858
H  0.617  -3.141  3.650
C  0.755  -0.597  4.270
H  1.615  -0.158  6.185
H  5.893  -3.113  -1.587
N  -0.926  2.471  -2.683
C  -0.409  -0.651  3.499
O  6.930  -2.856  1.229
C  1.669  -0.486  -4.906
N  -1.619  1.630  -1.879
H  -4.236  -1.541  -1.505
H  -3.545  3.303  -3.094
C  -2.903  -2.332  1.300
H  0.338  4.132  -2.318
N  -0.550  1.758  1.753
C  1.129  0.169  -2.670
H  3.761  -2.940  -1.010
H  1.563  3.949  3.249
H  -1.773  5.093  -3.500
C  0.955  -1.678  -4.716
C  -1.061  2.349  -4.152
H  -3.783  2.002  -4.269
H  -4.232  3.659  -4.669
H  -0.049  -3.272  -0.605
H  -2.726  3.723  3.370
C  -1.693  4.775  -4.544
N  1.675  0.572  0.935
C  2.785  -0.159  0.729
H  -0.071  2.505  -4.575
H  -2.601  1.819  1.828
H  -2.686  -2.308  2.367
Cl  -0.570  -3.391  -3.248
C  -3.171  -1.306  -1.556
C  0.272  -3.739  0.314
H  -2.359  5.424  -5.110
C  -1.621  -0.279  4.085
C  -0.505  0.165  6.168
H  -5.016  0.067  0.330
C  0.618  2.354  2.153
C  -1.759  3.367  3.044
C  2.750  -1.285  -0.171
H  6.038  -0.560  1.744
C  4.041  0.099  1.403
C  6.244  -2.713  0.260
C  -0.319  3.373  -1.925
H  1.332  -5.477  3.598
Cl  2.646  1.916  -4.012
C  5.109  -0.723  1.215
H  -4.039  1.535  0.361
H  -0.675  4.966  -4.892
H  -2.544  -0.304  3.519
C  1.041  -4.989  2.679
Ge  -0.251  -1.179  1.654
H  2.748  2.239  1.884
C  5.037  -1.821  0.333
C  -1.669  0.116  5.413
H  -2.371  -3.169  0.856
O  1.135  0.952  -1.581
C  1.048  -5.690  1.483
H  -0.605  4.863  4.077
H  1.716  -0.889  3.857
Ge  -2.690  -0.681  0.220
N  -0.574  3.175  -0.646
H  -2.624  -2.212  -1.799
C  0.373  -0.979  -2.501
C  0.708  -0.186  5.596
C  1.763  0.444  -3.871
C  0.310  -1.938  -3.504
C  -4.129  0.530  0.768
H  1.348  -6.729  1.470
Cl  0.861  -2.825  -5.984
C  0.262  -3.013  1.515
H  -2.107  3.091  -5.789
O  -0.207  -1.074  -1.285
C  -1.697  2.277  2.184
H  -0.548  0.470  7.206
Cl  2.424  -0.154  -6.405
H  0.636  -5.624  -0.625
H  4.142  0.926  2.089
C  -3.491  3.048  -4.156
C  0.619  3.496  2.978
C  3.841  -2.083  -0.353
C  -0.582  3.995  3.432
N  -1.531  2.158  -0.661

2S+1: 4
⟨S²⟩: 3.8256
LUMO energy (alpha / beta): -6.55 / -8.92 eV
HOMO-LUMO gap (alpha / beta): 6.11 / 4.29 eV
Charge: +2
HOMO energy (alpha / beta): -12.66 / -13.21 eV
Energy relative to the best compared isomer or geometry (same formula, charge and spin): 374.5 kJ/mol

=====

No. 4
Here is 2 unconnected molecules or ions with the total composition C4H8ClN from OMol25. Energies are from ωB97M-V/def2-TZVPD.

Element x y z (Å)
C  0.402  -0.041  -0.019
N  0.540  1.134  -0.442
H  1.680  -1.607  0.312
C  -2.044  0.156  -1.057
H  -2.500  0.870  -1.667
C  0.890  -1.132  0.731
C  -0.835  0.596  -0.122
H  -1.160  1.095  0.860
H  -2.756  -0.593  -0.695
H  -1.444  -0.428  -1.836
Cl  3.535  1.389  0.763
H  0.074  -1.725  0.975
H  1.296  -0.896  1.740
H  2.322  1.181  0.456

LUMO energy: 0.69 eV
HOMO-LUMO gap: 10.86 eV
SMILES: CC1=N[C@H]1C.Cl
HOMO energy: -10.17 eV
Energy relative to the best compared isomer or geometry (same formula, charge and spin): 231.7 kJ/mol

=====

No. 5
Here is 3 unconnected molecules or ions with the total composition C29H56N3O7 from OMol25. Energies are from ωB97M-V/def2-TZVPD.

Element x y z (Å)
H  3.506  -3.439  0.938
C  -3.550  -2.350  6.440
H  -3.690  4.330  -7.021
C  -5.430  3.119  -7.467
C  2.644  -2.184  -1.845
H  -0.446  -2.263  -0.154
H  -2.930  0.728  -2.148
H  -2.047  1.727  0.594
H  2.362  2.831  4.236
H  -1.971  2.612  -0.913
C  0.678  -0.928  -2.818
H  0.036  -1.697  1.449
H  -0.175  -0.811  3.579
H  -3.721  -2.722  5.432
C  2.006  -0.812  -2.077
H  -6.080  2.409  -6.954
C  -1.695  -1.051  5.919
H  -2.935  -3.051  6.999
H  2.962  2.134  1.010
H  -3.672  -0.463  1.315
H  2.692  -2.769  -2.762
C  -2.874  -2.422  1.342
H  -1.655  -4.182  0.999
C  -2.785  -0.955  0.905
H  -0.205  2.425  -2.370
C  -2.867  -0.767  -0.606
H  4.718  2.071  1.063
H  0.732  -0.292  5.860
H  0.412  0.843  -4.022
H  -1.932  -0.437  1.345
N  3.980  -0.244  0.311
O  2.411  2.245  3.473
H  -3.494  -2.956  0.621
H  -2.083  -1.303  -1.147
H  -0.205  0.159  -0.352
C  -0.373  1.203  -0.627
C  0.099  0.209  3.851
H  1.090  0.419  3.477
C  -1.835  1.622  -0.472
H  6.841  1.801  3.703
H  -4.987  2.610  -8.321
H  -6.036  3.947  -7.836
H  1.304  1.689  -1.932
H  0.198  1.798  0.094
C  3.742  2.378  2.957
H  -0.607  0.881  3.358
O  -2.460  2.288  -7.858
H  -4.823  4.156  -5.687
C  3.304  -1.895  2.435
H  0.331  1.405  5.622
N  3.856  -1.559  0.182
H  0.880  -1.392  -3.788
H  -3.810  -1.214  -0.928
C  3.558  -2.384  1.160
H  -1.342  -3.422  2.532
H  -3.377  -2.478  2.307
N  6.013  1.363  3.315
O  -2.934  -1.057  6.391
H  3.907  3.450  2.813
C  -1.550  -3.209  1.481
C  -2.910  0.701  -1.058
H  -0.421  0.892  -7.238
H  -1.673  -0.336  -7.551
O  -1.275  0.215  5.865
C  3.370  -0.538  2.600
C  4.031  -2.078  -1.197
H  2.713  -0.202  -2.641
O  -3.606  2.567  -5.927
C  4.830  1.942  3.972
H  0.496  -3.314  0.881
C  3.732  0.260  1.504
H  4.688  -1.392  -1.720
C  -4.365  3.634  -6.525
C  3.816  1.761  1.581
H  -3.874  1.098  -0.729
C  0.233  1.491  -2.009
C  0.048  0.389  5.351
H  3.037  -2.587  3.220
H  5.100  2.818  4.559
H  3.171  -0.094  3.561
C  -1.172  0.250  -6.783
H  1.797  -0.370  -1.103
H  -0.017  -1.598  -2.309
H  -1.059  0.295  -3.250
O  -1.054  -2.020  5.596
H  4.488  -3.061  -1.112
C  -0.300  -2.565  0.883
H  4.368  1.247  4.679
O  -2.117  1.010  -6.029
H  -0.688  -0.422  -6.078
H  6.107  0.398  3.611
H  -4.500  -2.213  6.945
H  2.019  -2.742  -1.141
C  0.010  0.433  -3.094
C  -2.711  1.989  -6.721

LUMO energy: -4.23 eV
HOMO-LUMO gap: 8.01 eV
Charge: +1
HOMO energy: -12.24 eV
Energy relative to the best compared isomer or geometry (same formula, charge and spin): 0.0 kJ/mol

=====

No. 6
Here is 6 unconnected molecules or ions with the total composition C45H81F10N2O17PS6 from OMol25. Energies are from ωB97M-V/def2-TZVPD.

Element x y z (Å)
C  -2.340  2.858  4.473
C  0.428  -6.458  4.001
C  0.607  0.908  3.436
O  4.710  2.753  -3.711
H  2.651  1.531  -6.126
F  -6.012  7.237  -0.687
C  -5.939  4.910  0.270
H  -4.821  -0.997  -0.178
C  5.795  -4.353  -5.566
O  6.409  -1.982  -6.521
H  6.485  -4.974  1.195
H  0.202  -3.064  4.026
H  -3.406  0.565  -2.706
C  3.528  3.342  1.150
O  3.063  -4.241  3.116
H  -9.970  3.769  1.030
H  -3.529  3.670  1.981
H  1.227  3.938  1.925
H  0.831  -6.477  1.859
H  -2.372  1.421  6.236
H  4.135  1.263  -7.986
H  -0.622  1.886  5.728
H  3.688  3.805  -1.178
C  6.591  -5.264  -6.488
O  -11.288  1.471  -0.605
H  2.225  5.408  0.669
H  6.779  -6.307  4.559
H  -2.474  -2.446  1.360
H  -12.927  4.359  0.462
H  1.041  -6.686  4.882
H  3.508  3.101  -6.056
H  8.243  -3.620  4.339
H  -9.772  3.217  -1.814
H  -2.550  -2.170  -1.011
H  5.490  -4.372  3.241
C  3.624  2.015  -6.008
H  8.183  -5.655  -5.086
H  -1.220  -0.631  5.227
C  -4.593  3.132  1.918
H  -0.869  -5.189  5.218
C  7.322  -4.214  4.369
H  6.779  -3.952  5.282
H  2.273  -6.767  2.879
H  -0.637  -2.295  0.211
H  2.085  2.931  -0.707
C  5.338  0.298  -6.439
H  4.257  -1.257  -0.840
C  -3.324  1.139  0.745
H  -2.651  2.109  0.562
C  -0.359  -5.173  4.250
H  0.738  2.378  0.991
O  9.512  -5.756  2.465
F  -3.908  6.214  1.883
H  0.540  -1.179  -3.301
H  6.216  0.008  -7.024
H  5.367  2.295  -7.253
H  6.240  -6.298  -6.432
H  0.865  0.703  4.584
H  -1.817  3.877  4.767
C  -0.809  0.056  3.108
C  5.717  0.703  -5.023
S  6.785  -2.876  -5.445
H  6.492  -4.927  -7.527
H  1.465  0.331  2.842
H  8.733  -5.589  -6.763
C  -1.695  0.163  4.468
O  -13.147  2.832  -1.670
N  -1.468  2.359  -2.792
H  -11.055  4.152  -2.642
O  -0.669  0.887  -0.614
O  6.820  -2.450  -4.060
O  -5.178  -3.069  1.057
H  7.922  -3.942  1.471
O  2.192  5.034  -0.270
S  8.094  -6.000  2.625
H  -5.944  2.574  0.169
H  3.748  0.409  -1.724
C  7.198  -4.614  1.941
C  -12.081  3.676  0.586
F  -4.281  8.197  0.572
H  -2.077  2.692  3.322
C  -2.952  -1.410  1.608
N  -0.252  -1.321  0.114
H  1.978  0.868  0.029
C  -2.088  -1.185  -1.512
H  3.743  4.304  1.781
H  1.300  -4.032  5.059
H  -5.496  -2.195  3.103
C  2.444  -0.194  0.156
F  -2.631  5.241  -0.052
C  -5.182  3.455  0.429
O  1.071  -3.893  1.582
C  4.630  1.511  -7.041
C  -10.686  3.801  -1.675
H  4.805  -4.108  -5.954
F  -4.771  5.569  -1.857
H  -3.943  0.990  -0.225
H  -10.846  5.257  1.428
C  8.047  -5.134  -6.042
H  4.650  -0.556  -6.414
C  -5.832  -1.894  2.005
O  3.390  0.587  -3.808
C  -3.277  -0.560  -2.412
P  1.233  -1.431  -0.765
F  -7.086  4.610  -0.676
H  4.584  2.843  0.932
C  -10.467  4.959  -0.703
C  -4.299  1.503  1.994
F  -3.039  7.239  -1.293
H  5.711  -4.783  -4.563
H  8.488  -5.970  4.979
C  2.876  3.700  -0.309
O  7.465  -7.233  2.194
C  3.891  -0.144  -0.680
H  5.949  -0.148  -4.380
C  -10.772  4.442  0.703
H  2.672  -0.525  1.250
C  -5.093  6.077  -0.471
F  -0.268  -1.358  3.102
H  -9.448  5.351  -0.778
H  1.250  0.507  -2.551
H  4.690  0.486  -0.068
C  1.271  -0.682  -2.539
C  -1.075  1.737  -1.698
H  -3.496  2.977  4.618
S  1.673  -4.462  2.769
C  -1.684  1.585  5.273
H  8.704  -3.195  -6.791
H  -5.354  0.992  1.769
H  -1.306  -1.651  -2.287
H  2.365  -0.944  -2.946
H  6.552  1.411  -5.026
S  -3.520  6.662  0.287
H  -3.277  -1.432  2.724
H  -3.974  1.119  3.045
H  -0.235  -7.313  3.833
H  -11.154  5.779  -0.946
C  -1.340  -0.352  -0.379
C  1.298  2.746  1.961
F  -2.073  7.353  0.893
H  6.367  -2.867  2.940
H  -2.821  -0.144  4.385
O  -1.271  0.599  1.894
O  0.521  2.329  3.121
C  -2.224  -0.092  1.042
O  -4.251  -1.413  -2.833
H  9.060  -3.472  -5.058
F  -6.660  5.344  1.526
H  -12.261  3.003  1.425
C  7.657  -5.698  4.326
C  1.333  -6.216  2.794
C  0.658  -4.044  4.173
C  -4.548  -1.649  0.859
O  2.734  2.435  1.992
H  -6.934  -1.633  1.682
S  4.279  1.558  -4.409
H  -4.378  3.418  -0.444
C  6.491  -3.940  3.116
H  -5.217  3.549  2.814
S  -11.910  2.740  -0.921
H  -1.119  -5.047  3.469
C  8.341  -3.646  -5.863

LUMO energy: -2.41 eV
HOMO-LUMO gap: 5.23 eV
SMILES: CCC[C@](F)(COCOCCO)O[C@](CCCCC(F)(F)C(F)(F)S(F)(F)(F)(F)F)(C[C@@H]1CO1)[C@](CC=O)(NP(C)CC)OC#N.O=S1(=O)CCCC1.O=S1(=O)CCCC1.O=S1(=O)CCCC1.O=S1(=O)CCCC1.O=S1(=O)CCCC1
HOMO energy: -7.64 eV

=====

| no. | E (eV) |
| --- | --- |
| 1 | -332513.57640 |
| 2 | -7484.75929 |
| 3 | -223137.08031 |
| 4 | -18287.37059 |
| 5 | -49778.24487 |
| 6 | -187216.43640 |